#one
ORCA calculation (the ωB97M-V functional and the def2-TZVPD basis) on C4H13N3O as an isolated structure.

```
21
Properties=species:S:1:pos:R:3
O 2.04 0.34 -0.78
N 2.17 0.75 1.56
N -0.53 0.60 -1.09
N -0.75 -0.45 -0.24
C -0.75 -1.72 -0.96
C -1.79 -0.34 0.78
C -0.99 1.81 -0.85
C 2.07 -0.17 0.47
H -1.78 -1.26 1.37
H 2.84 -0.95 0.58
H -1.70 -1.90 -1.46
H -1.57 0.52 1.41
H -0.60 2.58 -1.49
H -0.55 -2.52 -0.25
H 3.10 1.13 1.66
H 0.89 0.52 -1.15
H 1.51 1.51 1.44
H 0.88 -0.64 0.54
H -1.80 2.06 -0.17
H -2.77 -0.19 0.33
H 0.08 -1.69 -1.68
```

The calculation puts the HOMO energy at -7.94 eV. The calculation puts the gap between HOMO and LUMO at 0.311 hartree.

#two
ORCA calculation (the ωB97M-V functional and the def2-TZVPD basis) on a 2-piece molecular cluster, C4H13N3O overall.

```
21
Properties=species:S:1:pos:R:3
O 1.46 0.13 -2.32
N -0.79 -0.43 2.31
N 0.88 1.29 2.16
N -0.62 -0.53 -1.48
C 0.54 -0.95 -2.20
C 0.18 2.16 1.22
C -1.68 -1.54 -1.49
C 0.51 0.09 2.31
H -1.33 -2.55 -1.22
H -1.48 0.28 2.09
H 0.81 2.18 0.32
H 0.15 3.16 1.67
H 0.28 -1.29 -3.21
H -1.02 -0.89 3.18
H -2.45 -1.23 -0.78
H 1.26 -0.66 2.63
H -0.79 1.80 0.86
H -2.14 -1.61 -2.48
H 0.92 0.92 -2.31
H -0.39 -0.31 -0.52
H 1.05 -1.81 -1.73
```

The calculation puts the HOMO energy at -8.78 eV. As for the SMILES: C/N=C\N.CNCO. The calculation puts the gap between HOMO and LUMO at 0.352 hartree.

#three
ORCA calculation (the ωB97M-V functional and the def2-TZVPD basis) on a 2-piece molecular cluster, C4H13N3O overall.

```
21
Properties=species:S:1:pos:R:3
O -1.80 0.68 2.10
N 2.31 -1.00 1.57
N -2.23 -0.66 -0.48
N 1.17 0.61 0.10
C 2.18 0.19 1.09
C -1.53 0.40 -1.26
C -0.17 0.02 -2.01
C 0.98 -0.28 -1.12
H -0.10 0.87 -2.65
H -0.84 0.71 2.03
H -1.25 1.40 -0.71
H 0.81 -1.38 -0.84
H -2.23 0.41 1.24
H 1.13 1.59 -0.32
H 1.84 -0.23 -1.67
H -0.39 -0.92 -2.63
H 2.63 0.95 1.62
H -2.71 -1.38 -0.98
H -2.18 0.68 -1.95
H -1.64 -0.99 0.25
H 1.85 -1.79 1.27
```

The calculation puts the HOMO energy at -9.35 eV. As for the SMILES: [H]/N=C\NCCCN.O. The calculation puts the gap between HOMO and LUMO at 0.370 hartree.

#four
ORCA calculation (the ωB97M-V functional and the def2-TZVPD basis) on a 2-piece molecular cluster, C4H13N3O overall.

```
21
Properties=species:S:1:pos:R:3
O -0.20 2.69 -0.45
N 0.71 1.01 2.28
N 0.63 -2.54 -0.87
N -1.55 -0.31 1.02
C -0.36 -0.08 0.30
C -0.36 -0.28 -1.21
C 0.69 -1.33 -1.65
C 0.76 0.45 0.98
H 0.09 -1.76 -2.64
H 1.51 0.77 2.83
H 1.69 0.75 0.54
H 0.18 0.71 -1.60
H 1.41 -2.53 -0.23
H -2.31 -0.68 0.42
H -1.94 0.50 1.47
H -0.20 -2.54 -0.32
H -1.26 -0.27 -1.85
H -0.19 3.10 0.49
H -0.93 2.21 -0.43
H 1.74 -0.98 -2.00
H -0.12 1.12 2.91
```

The calculation puts the HOMO energy at -7.21 eV. As for the SMILES: N/C=C(\N)CCN.O. The calculation puts the gap between HOMO and LUMO at 0.290 hartree.

So which one wins? Going from most stable to least: #two, #three, #four, #one.

#one
ORCA calculation (the ωB97M-V functional and the def2-TZVPD basis) on one molecule with the formula C4H13N3O.

```
21
Properties=species:S:1:pos:R:3
O 1.73 -1.32 -0.91
N 0.09 1.00 1.51
N -1.77 1.12 -0.46
N -0.12 0.71 -1.95
C -0.32 -1.40 1.28
C 0.21 -0.14 0.58
C 1.63 -0.34 0.10
C -0.78 0.17 -0.82
H -2.63 1.07 -0.99
H 0.77 0.93 2.27
H 2.10 0.60 -0.21
H 2.43 -0.71 0.94
H -0.22 -2.28 0.63
H -1.21 -0.81 -1.05
H 1.81 -0.77 -1.73
H -0.84 0.99 1.93
H -0.58 0.42 -2.81
H -1.39 -1.30 1.52
H -1.34 2.01 -0.23
H 0.20 1.66 -1.78
H 0.22 -1.61 2.20
```

The calculation puts the HOMO energy at -8.33 eV. As for the SMILES: C[C@@](N)(CO)C(N)N. The calculation puts the gap between HOMO and LUMO at 0.340 hartree.

#two
ORCA calculation (the ωB97M-V functional and the def2-TZVPD basis) on one molecule with the formula C4H13N3O.

```
21
Properties=species:S:1:pos:R:3
O 1.97 1.39 0.38
N 0.02 -0.25 0.84
N 0.81 1.02 1.11
N 0.04 2.15 1.39
C -0.78 -0.13 -0.35
C 0.06 0.28 -1.73
C 0.96 -1.37 0.89
C -1.61 -1.38 -0.66
H 1.88 -1.21 0.31
H 1.70 2.27 0.08
H -0.88 1.84 1.70
H -2.16 -1.72 0.23
H 1.24 -1.56 1.93
H -1.00 -2.21 -1.02
H 0.54 -2.32 0.53
H -0.67 0.23 -2.54
H -2.36 -1.16 -1.43
H 0.47 1.28 -1.73
H 0.43 2.62 2.21
H -1.50 0.69 -0.23
H 0.84 -0.47 -1.90
```

The calculation puts the HOMO energy at -7.60 eV. As for the SMILES: CC(C)N(C)N(N)O. The calculation puts the gap between HOMO and LUMO at 0.317 hartree.

So which one wins? Going from most stable to least: #one, #two.

#one
ORCA calculation (the ωB97M-V functional and the def2-TZVPD basis) on a 2-piece molecular cluster, C2H2ClNO2 overall.

```
8
Properties=species:S:1:pos:R:3
Cl -3.51 1.75 0.07
O -2.52 -2.12 0.95
O -2.93 -1.47 -1.09
N -2.35 -1.40 -0.02
C -0.17 -0.01 0.01
C -1.36 -0.46 0.09
H 0.67 -0.63 -0.29
H 0.09 1.02 0.23
```

The calculation puts the HOMO energy (alpha / beta) at -11.32 / -10.45 eV. The calculation puts the gap between HOMO and LUMO (alpha / beta) at 0.321 / 0.240 hartree.

#two
ORCA calculation (the ωB97M-V functional and the def2-TZVPD basis) on one molecule with the formula C2H2ClNO2.

```
8
Properties=species:S:1:pos:R:3
Cl 1.29 1.92 -0.10
O 0.14 -1.91 -0.25
O 2.07 -0.97 0.12
N 0.88 -0.92 -0.10
C 0.13 0.31 -0.02
C -1.17 0.52 0.10
H -1.72 -0.35 0.17
H -1.62 1.40 0.08
```

The calculation puts the HOMO energy at -11.09 eV. As for the SMILES: C=C(Cl)[N+](=O)[O-]. The calculation puts the gap between HOMO and LUMO at 0.358 hartree.

#three
ORCA calculation (the ωB97M-V functional and the def2-TZVPD basis) on one molecule with the formula C2H2ClNO2.

```
8
Properties=species:S:1:pos:R:3
Cl 3.14 0.14 -0.13
O -0.67 0.07 0.35
O -2.86 -0.17 0.01
N 0.57 -0.08 -0.29
C -1.76 -0.24 -0.40
C 1.57 0.24 0.43
H 1.45 0.62 1.45
H -1.45 -0.57 -1.42
```

The calculation puts the HOMO energy at -10.68 eV. As for the SMILES: O=CO/N=C/Cl. The calculation puts the gap between HOMO and LUMO at 0.420 hartree.

So which one wins? Going from most stable to least: #three, #two, #one.

#one
ORCA calculation (the ωB97M-V functional and the def2-TZVPD basis) on a 40-piece molecular cluster, H80O40 overall.

```
120
Properties=species:S:1:pos:R:3
O 0.62 6.93 0.58
O 0.39 2.47 5.44
O 3.88 -0.47 -2.90
O -3.57 0.75 5.06
O -5.37 1.29 -2.47
O 0.36 2.64 -3.63
O -1.24 -2.97 -4.10
O 2.69 -0.47 4.46
O -2.64 0.12 -5.46
O -5.95 2.48 0.97
O 1.14 -4.81 3.34
O -1.92 4.03 -2.33
O -1.01 0.30 3.49
O 4.20 -2.73 -0.40
O 0.17 -0.46 -3.25
O 5.66 -2.13 1.85
O 0.81 -2.57 5.58
O 1.98 -5.97 -1.74
O 3.13 3.69 -1.90
O -1.81 -3.81 -0.11
O -2.33 1.14 0.91
O 3.25 1.14 0.82
O 0.79 2.65 1.38
O -0.43 -0.60 0.88
O 1.81 -0.80 -0.59
O 1.00 5.08 -1.56
O 2.16 -2.02 2.40
O -3.98 -1.44 -2.25
O -4.21 -4.25 -1.39
O -0.21 2.18 -0.86
O -0.27 -2.38 -1.69
O -1.01 -6.56 2.20
O -2.97 3.09 2.36
O 2.63 3.69 3.73
O 3.35 1.82 -4.50
O 1.92 -0.55 -5.27
O -0.32 -2.87 2.77
O -0.75 4.87 1.63
O 0.73 -3.94 0.54
O -2.55 1.51 -3.19
H 3.31 0.47 0.06
H 1.33 2.39 0.59
H -5.06 -4.15 -0.97
H -3.20 0.24 4.32
H 3.51 -2.07 -0.50
H -5.95 1.64 1.49
H 2.00 -0.67 -1.54
H -1.00 -0.58 0.11
H -1.10 -1.78 -1.48
H -0.57 -2.47 -2.62
H -3.20 0.78 1.09
H 0.49 -2.51 2.44
H 0.29 1.36 -0.68
H 2.45 -1.35 4.71
H -3.13 0.85 -5.87
H 0.59 -0.97 -2.52
H 0.49 -0.50 0.59
H -1.47 -6.38 1.40
H 1.93 -5.01 -1.61
H -1.19 4.05 -1.68
H -0.10 0.72 3.40
H 2.41 2.91 3.10
H -6.62 2.36 0.25
H -1.15 1.88 -0.65
H 3.55 0.57 1.52
H -3.65 -1.28 -3.15
H -5.64 0.57 -3.05
H 0.08 3.21 1.04
H -0.56 4.67 2.54
H -0.15 0.43 -3.04
H -5.39 0.89 -1.53
H -0.68 -5.74 2.60
H -2.77 2.19 -3.87
H -3.28 2.59 3.18
H -3.44 -3.73 -1.16
H 0.36 -4.75 0.22
H -2.98 0.54 5.81
H 5.47 -1.26 1.54
H 1.18 -1.53 -0.57
H -3.98 -2.39 -2.18
H -1.93 -2.72 -4.70
H -1.20 -3.24 -0.59
H 4.22 1.65 -4.84
H 3.01 -1.95 1.95
H -0.36 -2.99 -4.47
H 1.18 -3.90 1.38
H 0.54 1.48 5.38
H 0.17 -2.19 4.95
H -3.77 3.49 1.94
H -3.44 1.72 -2.83
H 0.24 3.14 -2.80
H 3.68 3.41 -2.63
H 2.21 3.44 -2.07
H -2.61 4.18 -1.66
H 1.22 6.17 0.70
H -1.33 -4.64 -0.17
H 1.96 -4.45 3.65
H 1.94 5.24 -1.41
H 1.12 -0.70 -5.77
H -1.04 -0.05 2.60
H 3.19 -0.14 5.21
H 0.94 -3.46 5.17
H -0.90 -2.58 2.07
H 0.63 5.30 -2.46
H 1.97 3.47 4.41
H 0.33 -4.21 3.46
H -2.84 0.14 -4.54
H 2.29 -6.51 -0.95
H 4.14 -0.77 -3.78
H 0.65 7.12 -0.37
H 4.06 0.50 -2.98
H -2.30 2.01 1.38
H 1.60 -0.33 -4.39
H -0.03 5.53 1.16
H -0.58 2.72 -3.86
H 0.89 2.80 6.21
H 5.69 -2.83 1.22
H 3.96 -2.99 -1.32
H 1.83 -1.13 2.18
H 2.67 1.24 -4.92
```

As for the total charge: +1. The calculation puts the HOMO energy (alpha / beta) at -12.80 / -12.80 eV. The spin multiplicity is 2. The expectation value of S² is 0.757. The calculation puts the gap between HOMO and LUMO (alpha / beta) at 0.362 / 0.126 hartree.

#two
ORCA calculation (the ωB97M-V functional and the def2-TZVPD basis) on a 40-piece molecular cluster, H80O40 overall.

```
120
Properties=species:S:1:pos:R:3
O -2.94 -0.59 -1.78
O -2.32 -3.00 -1.79
O 1.72 -0.02 -3.82
O -3.49 0.05 2.06
O 3.38 1.61 -1.44
O -5.24 1.48 -0.29
O -2.78 2.30 -4.46
O -0.57 -1.86 -4.06
O 0.54 3.08 -0.97
O -2.53 -2.15 1.24
O -5.73 -2.09 2.90
O -2.61 0.31 4.86
O 0.76 1.11 3.58
O -0.24 -5.10 -1.68
O 3.26 -1.95 -0.98
O 4.84 -1.88 -4.12
O 2.20 0.65 5.59
O 5.63 2.31 -1.04
O -5.08 -2.91 -1.02
O 4.22 -4.40 2.35
O 0.82 6.02 -0.60
O 0.13 -1.19 -1.69
O -1.95 1.72 -1.41
O -0.35 1.84 5.85
O -3.02 -4.68 0.38
O 0.15 -0.77 -6.87
O 0.88 -2.18 3.22
O -3.37 4.35 -2.61
O 1.70 0.07 0.01
O -2.74 2.63 1.18
O 2.19 3.63 2.38
O -3.26 -1.76 4.12
O 5.59 0.78 2.00
O 1.04 5.30 -3.17
O -0.69 0.11 1.35
O 2.42 -4.74 -1.43
O 1.46 -3.25 0.34
O -0.40 3.40 1.64
O 0.56 3.02 -4.26
O 2.91 -1.79 4.92
H 0.60 1.93 3.09
H -3.58 -0.73 -1.14
H 2.19 0.30 -0.77
H 2.37 -1.90 4.08
H 0.69 5.13 -0.31
H 2.37 -4.53 -0.48
H -2.62 1.21 4.76
H 2.17 -2.65 0.40
H 6.11 1.90 -0.35
H -2.60 -2.37 4.64
H 5.06 -2.81 -4.03
H -2.85 -3.80 0.81
H 0.86 -2.96 2.69
H 0.80 -2.63 -0.08
H -2.87 -1.31 1.73
H -3.21 -3.15 -2.17
H 0.23 1.42 6.40
H -2.47 2.28 -2.10
H 3.87 -1.87 -4.48
H -2.25 -5.15 0.15
H 0.87 -0.33 -0.28
H -3.64 -2.51 3.68
H -0.11 0.24 2.01
H 1.17 -1.44 2.70
H 4.09 -1.93 -1.49
H -0.20 -5.29 -0.82
H -2.51 -1.81 0.29
H -2.01 2.87 1.82
H 1.16 6.69 0.02
H -5.16 -1.36 2.95
H -4.43 1.88 -0.09
H 1.07 -0.96 -6.65
H 0.55 3.84 -3.73
H 2.42 1.47 5.08
H 5.52 0.05 2.65
H 0.03 0.10 -6.23
H -1.14 2.17 6.29
H 1.12 5.72 -2.30
H -1.51 -1.70 -3.68
H 3.11 3.98 2.68
H -3.00 0.65 1.58
H 2.53 -1.91 -1.57
H -5.80 -2.43 -1.62
H 2.97 -3.92 -1.76
H -0.41 3.09 -0.69
H 3.90 1.49 -2.22
H -0.03 4.14 1.97
H -5.23 -2.77 2.42
H 0.17 -1.33 -2.76
H -0.73 -1.19 -1.38
H -2.11 -3.88 -1.53
H -2.95 1.67 -5.16
H 0.86 2.42 -1.52
H 0.53 1.38 4.52
H 1.90 5.07 -3.30
H 3.96 1.76 -0.55
H -2.19 -1.11 -1.86
H 3.77 -1.38 4.54
H 0.75 3.46 -5.09
H 4.35 -3.99 3.16
H -2.33 0.88 -1.56
H 2.33 0.51 -3.23
H -3.07 3.51 -2.88
H -0.54 -1.19 -4.68
H -1.67 2.20 -4.47
H -1.81 0.15 5.31
H -5.45 0.73 0.38
H -2.34 2.11 0.48
H 3.55 -5.10 2.72
H 5.51 1.71 -1.73
H -0.39 -0.74 0.98
H 1.12 0.51 -4.28
H 0.33 2.62 1.52
H -5.47 -3.62 -0.53
H 0.61 -5.20 -2.11
H 2.24 4.00 1.55
H -3.02 0.03 2.92
H -2.80 4.88 -3.08
H 2.79 0.11 5.11
H 4.79 1.24 2.20
```

As for the total charge: +1. The calculation puts the HOMO energy (alpha / beta) at -12.43 / -12.43 eV. The spin multiplicity is 2. The expectation value of S² is 0.758. The calculation puts the gap between HOMO and LUMO (alpha / beta) at 0.354 / 0.098 hartree.

So which one wins? Going from most stable to least: #one, #two.

#one
ORCA calculation (the ωB97M-V functional and the def2-TZVPD basis) on a 2-piece molecular cluster, C2H2O2S overall.

```
7
Properties=species:S:1:pos:R:3
S 0.92 0.18 -0.15
O -2.31 0.77 -0.78
O -2.49 -1.02 0.68
C -2.36 -0.13 -0.08
C -0.36 -0.45 -0.92
H -0.54 0.09 -1.89
H 0.89 -0.60 1.09
```

The calculation puts the HOMO energy at -9.10 eV. The calculation puts the gap between HOMO and LUMO at 0.325 hartree.

#two
ORCA calculation (the ωB97M-V functional and the def2-TZVPD basis) on a 2-piece molecular cluster, C2H2O2S overall.

```
7
Properties=species:S:1:pos:R:3
S -0.91 0.25 -2.37
O 1.27 0.63 -0.92
O -1.28 -0.11 -0.96
C 0.68 0.22 0.03
C 0.20 -0.21 1.11
H -0.69 0.25 1.34
H 0.73 -1.02 1.76
```

The calculation puts the HOMO energy (alpha / beta) at -9.03 / -8.72 eV. As for the SMILES: C=C=O.O=S. The calculation puts the gap between HOMO and LUMO (alpha / beta) at 0.270 / 0.263 hartree.

So which one wins? Going from most stable to least: #one, #two.

#one
ORCA calculation (the ωB97M-V functional and the def2-TZVPD basis) on one molecule with the formula C2H2O2S.

```
7
Properties=species:S:1:pos:R:3
S -1.45 1.00 -0.09
O 1.18 0.78 -0.73
O 0.05 -1.25 0.07
C 1.36 0.87 0.56
C 0.16 0.08 0.08
H -2.18 0.01 -0.42
H 0.88 -1.49 0.53
```

The calculation puts the HOMO energy at -9.35 eV. The calculation puts the gap between HOMO and LUMO at 0.339 hartree.

#two
ORCA calculation (the ωB97M-V functional and the def2-TZVPD basis) on one molecule with the formula C2H2O2S.

```
7
Properties=species:S:1:pos:R:3
S 2.58 -0.02 -0.04
O 0.13 -0.97 -0.12
O 0.01 1.05 -0.13
C -0.90 -0.02 0.01
C 0.96 0.09 -0.08
H -1.19 -0.25 1.09
H -1.59 0.11 -0.72
```

The calculation puts the HOMO energy at -9.31 eV. The calculation puts the gap between HOMO and LUMO at 0.365 hartree.

#three
ORCA calculation (the ωB97M-V functional and the def2-TZVPD basis) on one molecule with the formula C2H2O2S.

```
7
Properties=species:S:1:pos:R:3
S 1.37 1.91 0.52
O 0.17 -0.61 1.49
O -0.76 -1.01 -0.60
C -0.14 -0.28 0.35
C 0.29 0.97 -0.22
H -0.98 -1.85 -0.20
H 0.04 0.87 -1.34
```

The calculation puts the HOMO energy at -9.42 eV. As for the SMILES: O=C(O)C=S. The calculation puts the gap between HOMO and LUMO at 0.289 hartree.

#four
ORCA calculation (the ωB97M-V functional and the def2-TZVPD basis) on one molecule with the formula C2H2O2S.

```
7
Properties=species:S:1:pos:R:3
S 0.59 0.42 -1.27
O -0.85 -1.19 1.82
O 1.80 0.35 -0.15
C -0.87 -0.73 0.75
C -0.88 -0.10 -0.38
H -1.75 0.03 -1.00
H 1.95 1.22 0.23
```

The calculation puts the HOMO energy at -8.24 eV. As for the SMILES: O=C=CSO. The calculation puts the gap between HOMO and LUMO at 0.315 hartree.

So which one wins? Going from most stable to least: #three, #two, #four, #one.